Here is C39H104AsF6O39S13 as an isolated structure in a non-equilibrium geometry from the OMol25 dataset. Energies are from the ωB97M-V functional and the def2-TZVPD basis.

Properties
Spin multiplicity = 1
E_LUMO = 0.04055 Eh
Energy relative to the best compared isomer or geometry (same formula, charge and spin) = 0.0 kcal/mol
Orbital gap = 0.3648 Eh
HOMO = -8.8 eV
DFT total energy = -339979.6980 eV
F_max = 4.533 eV/A
Total charge = -1

Each line ends with the Mulliken charge.
Geometry (Å):
As 0.113 0.549 0.777  2.2748
F 1.773 -0.307 0.711  -0.6711
F 0.487 1.158 -0.893  -0.5465
F -1.480 1.371 0.847  -0.4071
F -0.216 -0.044 2.419  -0.4869
F 0.908 1.994 1.472  -0.5716
F -0.653 -0.954 0.063  -0.4708
O -7.410 1.013 3.802  -0.6669
S -6.048 1.482 3.628  1.1769
O -5.152 1.716 4.725  -0.5440
O -5.371 0.285 2.640  -0.5308
C -4.004 0.285 2.422  0.9687
C -3.788 -0.883 1.457  -1.0917
C -6.059 2.866 2.455  -0.7363
H -3.432 0.077 3.327  0.0166
H -3.630 1.179 1.923  -0.0909
H -4.278 -1.779 1.839  0.2296
H -2.747 -1.138 1.264  0.1930
H -4.229 -0.705 0.476  0.0995
H -6.743 2.652 1.634  0.2026
H -5.101 3.122 2.001  0.0815
H -6.448 3.678 3.070  0.5510
O 4.127 -4.168 -3.603  -0.6358
S 4.405 -3.728 -2.264  1.2814
O 5.806 -3.507 -1.872  -0.6663
O 3.585 -2.275 -1.929  0.0647
C 2.508 -1.810 -2.804  -1.0053
C 1.241 -2.485 -2.235  0.9097
C 3.604 -4.848 -1.105  -0.7095
H 2.757 -1.922 -3.859  0.5885
H 2.575 -0.743 -2.589  -0.0490
H 1.052 -3.379 -2.828  0.3508
H 0.467 -1.720 -2.290  -0.1286
H 1.282 -2.849 -1.208  -0.8633
H 3.706 -4.390 -0.121  0.0781
H 4.151 -5.782 -1.238  0.5380
H 2.614 -5.171 -1.426  0.1674
O 1.971 8.408 1.279  -0.6624
S 1.791 6.984 1.114  1.1880
O 1.772 6.111 2.330  -0.5260
O 0.329 6.728 0.295  -0.5424
C -0.341 5.496 0.529  1.0767
C -1.773 5.522 0.059  -1.4162
C 2.871 6.433 -0.200  -0.7053
H -0.319 5.163 1.567  -0.1573
H 0.228 4.699 0.050  0.0096
H -2.382 6.315 0.492  0.4273
H -2.215 4.545 0.259  0.2556
H -1.743 5.635 -1.024  0.3232
H 3.695 7.136 -0.324  0.4926
H 2.393 6.433 -1.180  0.3201
H 3.336 5.477 0.043  -0.0073
O 5.833 2.819 5.138  -0.7050
S 5.015 2.350 4.100  1.1743
O 5.619 1.765 2.918  -0.5621
O 3.866 1.329 4.747  -0.7174
C 3.061 0.690 3.784  1.5204
C 2.146 -0.255 4.488  -0.8372
C 3.938 3.786 3.581  -0.4392
H 3.583 0.152 2.994  -0.0835
H 2.543 1.420 3.161  -0.0250
H 1.373 0.262 5.056  -0.0804
H 2.641 -0.879 5.232  0.3345
H 1.667 -0.914 3.765  -0.1250
H 4.523 4.706 3.585  0.5768
H 2.988 3.814 4.114  0.0942
H 3.687 3.556 2.546  -0.1274
O 3.068 1.245 -9.004  -0.6162
S 2.445 0.171 -8.244  1.1452
O 3.189 -0.837 -7.511  -0.5755
O 1.467 0.901 -7.133  -0.3289
C 1.674 0.794 -5.771  -0.0686
C 0.551 -0.172 -5.384  -0.5500
C 1.128 -0.582 -9.321  -0.8638
H 1.590 1.793 -5.342  0.2981
H 2.619 0.321 -5.502  0.0667
H 0.855 -1.175 -5.684  0.3701
H -0.466 0.127 -5.639  0.4469
H 0.615 -0.206 -4.297  -0.2150
H 0.720 -1.442 -8.790  0.2631
H 1.638 -0.937 -10.217  0.3874
H 0.357 0.173 -9.468  0.2949
O -3.751 -2.857 6.883  -0.5921
S -3.360 -3.913 5.967  1.1573
O -3.043 -5.202 6.554  -0.6317
O -4.568 -4.145 4.850  -0.3433
C -4.425 -5.192 3.913  -0.5934
C -4.414 -4.639 2.467  -0.5173
C -2.022 -3.323 4.852  -0.5856
H -5.221 -5.926 4.040  0.3992
H -3.527 -5.749 4.181  0.3563
H -3.617 -3.914 2.304  -0.0498
H -5.389 -4.214 2.229  0.3906
H -4.192 -5.390 1.708  0.3386
H -1.691 -4.214 4.319  0.1711
H -1.150 -2.908 5.358  0.5474
H -2.433 -2.602 4.146  0.0200
O -1.979 2.594 -5.078  -0.5310
S -1.337 3.902 -4.942  1.0880
O -0.150 4.305 -5.772  -0.6217
O -2.519 5.129 -5.042  -0.4130
C -3.754 4.938 -4.361  0.5121
C -4.766 6.017 -4.746  -1.4172
C -0.873 4.233 -3.191  -0.3605
H -3.607 4.994 -3.283  0.1846
H -4.146 3.949 -4.597  0.0119
H -4.493 6.962 -4.275  0.3623
H -5.744 5.662 -4.421  0.3157
H -4.728 6.172 -5.824  0.3633
H -0.065 3.552 -2.924  0.3070
H -1.844 4.045 -2.733  -0.2448
H -0.582 5.279 -3.096  0.4718
O -0.594 5.337 5.175  -0.6832
S -0.632 3.950 4.744  0.8859
O 0.584 3.265 4.304  -0.2918
O -1.281 3.062 6.060  -0.5509
C -1.446 1.679 5.838  1.0107
C -1.515 0.974 7.201  -1.4357
C -2.110 3.786 3.639  -0.8089
H -0.663 1.249 5.213  -0.1857
H -2.396 1.507 5.333  -0.0386
H -1.823 -0.053 7.005  0.2826
H -2.261 1.404 7.869  0.3802
H -0.568 0.862 7.730  0.3798
H -3.015 3.790 4.246  0.5335
H -2.171 2.776 3.233  -0.1041
H -1.997 4.570 2.890  0.5162
O -2.398 -6.159 0.062  -0.5709
S -0.949 -6.107 0.277  0.9331
O -0.076 -5.911 -0.912  -0.4925
O -0.474 -5.107 1.526  -0.1510
C 0.895 -4.690 1.490  0.3248
C 1.251 -3.948 2.756  -0.6127
C -0.558 -7.778 1.078  -1.1442
H 0.827 -4.069 0.597  -0.1629
H 1.647 -5.449 1.275  0.5008
H 1.307 -4.582 3.641  0.4235
H 0.462 -3.197 2.805  -0.0808
H 2.200 -3.412 2.749  -0.0704
H -1.046 -7.761 2.052  0.3275
H 0.514 -7.969 1.020  0.3542
H -1.002 -8.501 0.394  0.4317
O 5.593 3.401 -2.082  -0.6735
S 4.229 2.880 -1.934  1.0807
O 3.112 3.808 -2.260  -0.5390
O 3.989 1.437 -2.803  -0.1041
C 5.194 0.725 -3.169  -0.7313
C 5.803 -0.032 -2.056  -0.5889
C 3.918 2.295 -0.261  0.0477
H 5.885 1.418 -3.650  0.5610
H 4.974 0.006 -3.957  0.3223
H 5.063 -0.544 -1.441  -0.3008
H 6.315 0.645 -1.372  0.4428
H 6.483 -0.681 -2.608  0.4499
H 4.699 2.686 0.391  0.4438
H 3.894 1.205 -0.244  -0.2257
H 2.934 2.710 -0.045  -0.2546
O 4.961 -2.201 5.942  -0.6027
S 5.978 -2.412 4.893  1.2530
O 6.787 -3.615 4.703  -0.6403
O 5.111 -2.316 3.448  -0.2966
C 5.779 -2.697 2.243  -0.9018
C 5.446 -1.678 1.082  -0.4684
C 6.988 -0.938 4.613  -0.6619
H 5.444 -3.657 1.851  0.2406
H 6.863 -2.785 2.323  0.4525
H 4.394 -1.459 0.896  -0.0746
H 5.752 -2.061 0.108  0.4454
H 6.009 -0.745 1.076  0.5112
H 8.025 -1.272 4.567  0.3911
H 6.958 -0.181 5.396  0.4026
H 6.686 -0.575 3.630  -0.0202
O -2.655 -4.356 -6.396  -0.6474
S -1.737 -4.229 -5.245  1.0288
O -0.572 -3.366 -5.245  -0.3995
O -2.626 -3.927 -3.848  -0.5545
C -2.010 -3.557 -2.682  1.5547
C -3.065 -3.390 -1.607  -1.3951
C -1.336 -6.006 -4.849  -0.9790
H -1.572 -2.571 -2.837  -0.4705
H -1.228 -4.259 -2.397  -0.0663
H -3.399 -4.375 -1.282  0.4205
H -3.904 -2.742 -1.860  0.5034
H -2.619 -2.938 -0.720  0.0721
H -2.163 -6.376 -4.243  0.3664
H -0.448 -6.056 -4.219  0.2123
H -1.259 -6.432 -5.849  0.4422
O -5.830 1.392 -0.637  -0.5515
S -5.525 2.629 -1.287  1.1976
O -5.383 3.910 -0.550  -0.6740
O -4.189 2.427 -2.297  -0.1248
C -4.133 1.231 -3.096  -0.8837
C -3.237 0.263 -2.339  0.2137
C -6.858 2.873 -2.535  -0.9734
H -3.674 1.439 -4.062  0.4259
H -5.078 0.714 -3.264  0.3601
H -2.737 -0.292 -3.132  0.2732
H -3.732 -0.338 -1.576  -0.2298
H -2.446 0.722 -1.745  -0.0410
H -7.710 2.991 -1.865  0.4647
H -6.879 1.890 -3.005  0.3525
H -6.496 3.598 -3.264  0.1169